Density functional theory data (ωB97M-V/def2-TZVPD) for C31H31GeKN4O4Se as an isolated structure.

```
73
Properties=species:S:1:pos:R:3:forces:R:3
K -2.29958 0.20664 -0.13391 -0.1 0.0 -0.4
C -4.66542 -0.35522 -4.87791 0.0 0.0 0.0
C -3.75887 -0.75488 -5.85578 0.0 0.0 0.0
C -2.43918 -0.94186 -5.48784 0.0 0.0 0.0
C -2.03304 -0.71162 -4.16344 0.0 0.1 0.0
C -2.90068 -0.29753 -3.13066 0.0 0.1 0.1
C -4.23308 -0.14296 -3.57459 0.0 0.0 0.0
C -0.59396 -0.93538 -3.87857 0.0 -0.1 0.0
C 0.05651 -2.08087 -4.45228 0.0 0.0 0.0
C 1.37462 -2.30764 -4.23762 0.0 0.0 0.0
C 2.11138 -1.39841 -3.43566 0.0 0.0 0.0
C 3.48289 -1.54920 -3.13908 0.0 0.0 0.0
C 4.12341 -0.65819 -2.32088 0.0 0.0 0.0
C 3.40909 0.42468 -1.76494 0.0 0.0 0.0
C 2.08159 0.59863 -2.04752 0.0 0.0 0.0
C 1.39456 -0.31162 -2.89188 0.0 0.0 0.0
N 0.06730 -0.09803 -3.11183 0.0 0.0 0.0
H -5.71128 -0.21000 -5.13774 0.0 0.0 0.0
H -4.07388 -0.91180 -6.88185 0.0 0.0 0.0
H -1.71630 -1.23655 -6.24672 0.0 0.0 0.0
H -4.99228 0.16677 -2.85641 0.0 0.0 0.0
H -0.53923 -2.77349 -5.03129 0.0 0.0 0.0
H 1.86988 -3.18203 -4.64653 0.0 0.0 0.0
H 4.01649 -2.39628 -3.55729 0.0 0.0 0.0
H 5.17219 -0.78889 -2.08527 0.0 0.0 0.0
H 3.91568 1.11561 -1.10205 0.0 0.0 0.0
H 1.50516 1.41470 -1.62818 0.0 0.0 0.0
C 2.34989 2.43573 4.52675 0.0 0.0 0.0
Ge 3.00857 2.86969 2.74083 0.0 0.0 0.0
C 2.89509 4.80169 2.45793 0.0 0.0 0.0
C 4.89308 2.32347 2.60854 0.0 0.0 0.0
C 1.98093 1.98627 1.33480 0.0 0.0 -0.1
Se 0.05655 2.33838 1.44177 0.1 0.0 0.1
C -0.34465 0.92900 2.71857 0.0 0.0 0.0
H 2.96928 2.92225 5.28259 0.0 0.0 0.0
H 2.37279 1.35951 4.69897 0.0 0.0 0.0
H 1.32345 2.78368 4.64043 0.0 0.0 0.0
H 3.40751 5.34385 3.25439 0.0 0.0 0.0
H 1.84885 5.10766 2.44374 0.0 0.0 0.0
H 3.34964 5.07580 1.50435 0.0 0.0 0.0
H 5.49816 2.82826 3.36404 0.0 0.0 0.0
H 5.29468 2.57315 1.62469 0.0 0.0 0.0
H 4.98898 1.24646 2.75341 0.0 0.0 0.0
H 2.13202 0.90506 1.32040 0.0 0.0 0.0
H 2.31724 2.37192 0.37079 0.0 0.0 0.0
H 0.14768 1.11629 3.66769 0.0 0.0 0.0
H -0.04812 -0.03098 2.29931 0.0 0.0 0.0
H -1.42333 0.95251 2.84472 0.0 0.0 0.0
N -4.73351 0.04012 1.96719 0.1 -0.1 0.0
C -4.39752 1.35677 2.16470 0.0 0.0 0.0
O -3.24719 1.75046 1.89411 -0.1 0.0 0.0
C -5.43166 2.23350 2.64948 0.0 0.0 0.0
C -6.70273 1.73789 2.99096 0.0 0.0 0.0
N -7.73424 1.28618 3.27016 0.0 0.0 0.0
C -5.18249 3.61313 2.80452 0.0 0.0 0.0
N -5.01538 4.75006 2.94377 0.0 0.0 0.0
H -3.98372 -0.64923 1.94734 0.0 0.0 0.1
H -5.62639 -0.27946 2.30301 0.0 0.0 0.0
O 0.02519 -1.12219 0.02646 -0.1 0.0 0.0
C 0.50624 -2.31662 0.48141 0.0 0.0 0.0
C 1.76459 -2.72891 0.03735 0.0 0.0 0.0
C 2.30983 -3.92507 0.46575 0.0 0.0 0.0
C 1.60017 -4.71772 1.35703 0.0 0.0 0.0
C 0.35899 -4.28856 1.79910 0.0 0.0 0.0
C -0.22948 -3.09428 1.38369 0.0 0.0 0.0
C -1.63393 -2.77579 1.96872 0.0 0.0 0.1
O -2.01912 -3.55650 2.85159 0.0 0.0 0.0
O -2.24351 -1.78010 1.50637 0.1 0.1 -0.1
H 0.58977 -0.80473 -0.69109 0.0 0.0 0.0
H 2.31163 -2.09274 -0.65176 0.0 0.0 0.0
H 3.28550 -4.22944 0.10351 0.0 0.0 0.0
H 2.00966 -5.65852 1.70541 0.0 0.0 0.0
H -0.22300 -4.87249 2.50022 0.0 0.0 0.0
```
Forces are in eV/Å.

Calculated values
ΔE to the lowest compared entry with this formula, charge and spin ... 1.132 eV
LUMO energy ... 3.73 eV
Electronic energy ... -6798.29660 Eh
Net charge ... -2
HOMO ... -0.076 Ha